The following is a DFT calculation (wB97M-V/def2-TZVPD) of a 12-piece molecular cluster, C57H145N7O19 overall in a non-equilibrium geometry.

The geometry in XYZ format:
```
228
Properties=species:S:1:pos:R:3
C -0.767 -3.751 0.528
C -1.553 -5.128 0.616
C -3.065 -5.111 0.317
O -1.025 -6.029 -0.359
H -0.710 -3.416 -0.479
H 0.240 -3.976 0.791
H -1.243 -2.990 1.183
H -1.354 -5.554 1.612
H -3.442 -6.101 0.089
H -3.225 -4.418 -0.450
H -3.679 -4.776 1.150
H -0.291 -5.561 -0.894
C 1.104 5.653 -5.399
C 1.600 4.713 -4.369
C 2.827 5.152 -3.586
O 0.513 4.523 -3.343
H 0.865 6.672 -4.883
H 0.150 5.209 -5.810
H 1.847 5.916 -6.106
H 1.663 3.720 -4.840
H 2.737 6.150 -3.158
H 3.775 5.262 -4.116
H 2.902 4.380 -2.827
H 0.887 4.020 -2.635
C 3.234 -1.343 0.461
C 4.454 -2.304 0.605
C 4.113 -3.770 0.293
O 5.440 -1.940 -0.285
H 2.828 -1.468 -0.540
H 3.646 -0.297 0.553
H 2.373 -1.446 1.152
H 4.684 -2.287 1.705
H 5.086 -4.352 0.430
H 3.703 -3.881 -0.705
H 3.331 -4.162 0.936
H 5.354 -0.985 -0.538
C 0.441 2.082 1.002
C 0.851 1.896 -0.449
C -0.359 1.604 -1.328
O 1.526 3.038 -1.009
H 1.339 2.333 1.517
H 0.024 1.218 1.456
H -0.253 2.917 1.179
H 1.467 0.901 -0.434
H 0.037 1.595 -2.355
H -1.118 2.386 -1.148
H -0.854 0.689 -1.152
H 2.205 3.375 -0.420
C 2.886 6.472 2.771
C 2.356 5.589 1.608
C 2.217 6.461 0.355
O 3.211 4.456 1.266
H 2.121 7.212 2.989
H 3.804 6.947 2.476
H 3.143 5.935 3.656
H 1.417 5.183 1.856
H 3.194 6.844 0.145
H 1.450 7.209 0.459
H 1.935 5.715 -0.428
H 3.383 3.939 2.103
C -11.184 -4.553 3.335
O -10.004 -4.370 2.552
C -8.958 -4.218 3.550
C -7.583 -4.322 2.837
N -6.557 -3.782 3.741
C -5.276 -3.900 3.172
C -4.136 -3.178 3.894
O -2.985 -3.367 3.171
C -1.821 -3.248 3.908
H -12.063 -4.367 2.683
H -11.213 -3.807 4.146
H -11.151 -5.564 3.816
H -9.028 -5.013 4.261
H -9.167 -3.256 4.085
H -7.689 -3.791 1.950
H -7.372 -5.317 2.516
H -6.628 -4.210 4.659
H -5.326 -3.416 2.189
H -4.951 -4.930 3.126
H -4.103 -3.622 4.899
H -4.395 -2.127 3.929
H -1.777 -4.053 4.680
H -1.723 -2.311 4.503
H -1.003 -3.375 3.254
C -2.064 2.300 4.363
O -1.232 3.432 4.352
C -1.917 4.618 4.696
C -0.875 5.681 4.712
N 0.028 5.475 5.815
C 0.974 6.604 6.120
C 1.467 6.578 7.557
O 2.042 5.329 7.892
C 2.609 5.359 9.144
H -2.984 2.432 3.750
H -2.446 1.966 5.418
H -1.382 1.524 4.023
H -2.310 4.627 5.690
H -2.665 4.873 3.966
H -1.407 6.628 4.876
H -0.339 5.611 3.739
H 0.509 4.568 5.745
H 0.581 7.574 5.832
H 1.841 6.620 5.452
H 0.669 6.807 8.321
H 2.180 7.415 7.641
H 3.034 6.360 9.344
H 3.413 4.661 9.063
H 1.822 5.134 9.937
C 6.318 4.341 -2.929
O 5.612 3.239 -2.491
C 5.452 3.100 -1.108
C 4.750 1.812 -0.815
N 5.329 0.669 -1.510
C 4.570 0.169 -2.612
C 5.368 -0.724 -3.509
O 4.478 -1.455 -4.378
C 3.827 -0.571 -5.246
H 6.297 4.296 -4.033
H 7.366 4.281 -2.538
H 5.903 5.287 -2.517
H 4.866 3.995 -0.717
H 6.483 3.104 -0.667
H 3.715 1.834 -1.039
H 4.829 1.694 0.246
H 6.173 0.942 -1.909
H 4.195 0.972 -3.224
H 3.710 -0.435 -2.302
H 5.982 -1.445 -3.000
H 6.053 -0.175 -4.156
H 4.560 -0.024 -5.907
H 3.174 0.182 -4.763
H 3.323 -1.218 -6.002
C -1.597 1.722 -5.873
O -1.356 0.328 -5.676
C -2.306 -0.416 -6.493
C -2.335 -1.829 -6.111
N -3.162 -2.672 -6.955
C -2.858 -4.129 -6.795
C -2.619 -4.545 -5.365
O -3.845 -4.377 -4.688
C -3.745 -4.709 -3.283
H -0.888 2.262 -5.210
H -2.499 1.968 -5.346
H -1.596 2.017 -6.868
H -1.897 -0.446 -7.538
H -3.293 0.001 -6.534
H -2.716 -1.868 -5.060
H -1.315 -2.209 -6.078
H -4.150 -2.572 -6.656
H -2.029 -4.453 -7.471
H -3.786 -4.636 -7.178
H -1.838 -3.970 -4.836
H -2.307 -5.624 -5.394
H -4.784 -4.659 -2.880
H -3.182 -3.995 -2.732
H -3.429 -5.742 -3.118
C 2.387 0.009 4.927
O 1.839 0.987 4.099
C 1.803 2.373 4.504
C 3.147 3.005 4.857
N 4.092 2.807 3.740
C 5.443 3.299 4.101
C 6.380 2.921 3.011
O 6.093 1.611 2.673
C 7.111 0.914 1.998
H 2.900 -0.793 4.303
H 1.617 -0.482 5.600
H 3.223 0.350 5.587
H 1.100 2.399 5.346
H 1.318 2.798 3.569
H 3.564 2.548 5.728
H 2.999 4.039 5.024
H 4.256 1.867 3.492
H 5.701 2.846 5.064
H 5.440 4.381 4.181
H 7.467 3.053 3.347
H 6.168 3.591 2.189
H 7.028 -0.146 2.003
H 8.042 1.157 2.484
H 7.258 1.255 0.958
C 0.002 -1.531 -3.351
O 0.443 -2.805 -3.837
C 1.638 -3.166 -3.158
C 1.862 -4.633 -3.441
N 0.739 -5.482 -2.928
C 1.161 -6.923 -2.967
C -0.044 -7.795 -2.922
O -0.961 -7.735 -3.956
C -0.477 -8.138 -5.247
H -0.893 -1.167 -3.775
H 0.826 -0.796 -3.401
H -0.281 -1.654 -2.268
H 1.628 -2.901 -2.058
H 2.502 -2.543 -3.533
H 2.761 -4.978 -2.885
H 2.081 -4.715 -4.488
H -0.018 -5.415 -3.569
H 1.752 -7.126 -2.081
H 1.751 -7.105 -3.852
H -0.574 -7.564 -1.983
H 0.151 -8.906 -2.823
H -0.384 -9.187 -5.233
H 0.436 -7.701 -5.661
H -1.266 -7.952 -5.959
C -6.591 -0.562 2.321
O -5.744 0.307 1.621
C -4.396 -0.059 1.846
C -3.497 0.861 1.002
N -3.799 0.860 -0.477
C -3.619 -0.420 -1.179
C -3.809 -0.236 -2.657
O -5.167 0.209 -2.782
C -5.255 0.692 -4.124
H -6.505 -1.576 1.965
H -7.665 -0.307 2.226
H -6.454 -0.642 3.426
H -4.213 -1.127 1.672
H -3.977 0.143 2.837
H -2.483 0.563 1.227
H -3.510 1.921 1.278
H -4.800 1.167 -0.607
H -4.406 -1.189 -0.865
H -2.626 -0.827 -0.970
H -3.604 -1.145 -3.228
H -3.047 0.503 -2.859
H -4.901 -0.111 -4.809
H -4.517 1.482 -4.261
H -6.306 0.902 -4.265
```

Results
Structure (SMILES): COCCNCCOC.COCCNCCOC.COCCNCCOC.COCCNCCOC.COCCNCCOC.COCCNCCOC.COCCNCCOC.CC(C)O.CC(C)O.CC(C)O.CC(C)O.CC(C)O
Calculated total energy, eV: -110781.0482
HOMO level, eV: -8.386
Energy relative to the best compared isomer or geometry (same formula, charge and spin), kcal/mol: 84.53